a.
Entry from the OMol25 dataset: a cluster of 2 separate species, C3H10N2O2 in total (ωB97M-V/def2-TZVPD).

Positions of all 17 atoms, in Å:
O -0.558 0.639 -0.851
O 1.261 1.864 -3.084
N -0.054 -0.292 1.120
N -2.280 -1.310 1.130
C -1.413 -0.287 1.625
C 1.713 -0.129 -0.521
C 0.294 0.125 -0.128
H -1.898 0.666 1.414
H 2.406 -0.534 0.224
H -2.411 -1.397 0.133
H 0.466 1.511 -2.634
H -2.368 -2.160 1.638
H 2.201 0.767 -0.892
H 0.687 -0.567 1.766
H -1.359 -0.385 2.707
H 1.554 2.418 -2.384
H 1.759 -0.929 -1.263

Computed properties:
Orbital gap   10.087 eV
Total charge   0
Structure (SMILES)   CC(=O)NCN.O
Spin multiplicity   1

=====

b.
Entry from the OMol25 dataset: a cluster of 2 separate species, C3H10N2O2 in total (ωB97M-V/def2-TZVPD).

Positions of all 17 atoms, in Å:
O -0.959 1.485 1.092
O -1.856 -0.452 0.418
N 0.658 -1.233 -0.414
N 1.033 1.029 -1.350
C 1.305 -0.975 0.866
C 1.156 -0.394 -1.530
C -1.871 0.712 1.011
H -2.818 0.881 1.521
H 0.601 -0.692 -2.414
H -0.982 -0.678 -0.039
H 0.888 -1.645 1.612
H 0.072 1.321 -1.254
H 2.388 -1.120 0.835
H 0.793 -2.203 -0.666
H 2.212 -0.612 -1.734
H 1.076 0.033 1.202
H 1.528 1.344 -0.529

Computed properties:
Orbital gap   10.463 eV
Total charge   0
Structure (SMILES)   CNCN.O=CO
Spin multiplicity   1

=====

Which structure is the most stable? The one labeled a.

=====

a.
Entry from the OMol25 dataset: a cluster of 2 separate species, C3H10N2O2 in total (ωB97M-V/def2-TZVPD).

Positions of all 17 atoms, in Å:
O 2.769 -1.393 -0.336
O 0.006 -0.644 -1.330
N -1.570 1.459 0.955
N -1.418 -1.308 0.279
C 0.741 1.735 0.134
C -0.303 0.758 0.656
C -0.575 -0.388 -0.295
H -2.328 1.396 0.282
H 2.306 -1.336 -1.166
H 2.116 -1.765 0.259
H -1.424 2.439 0.954
H 0.041 0.372 1.614
H 0.857 2.601 0.781
H 0.359 2.177 -0.790
H -1.883 -1.157 1.159
H -1.725 -2.151 -0.158
H 1.720 1.288 -0.019

Computed properties:
Orbital gap   10.415 eV
Total charge   0
Structure (SMILES)   C[C@@H](N)C(N)=O.O
Spin multiplicity   1

=====

b.
Entry from the OMol25 dataset: a structure of composition C3H10N2O2 (ωB97M-V/def2-TZVPD).

Positions of all 17 atoms, in Å:
O 0.336 -1.886 0.812
O -0.410 0.547 1.167
N 1.858 -0.702 -1.131
N -0.157 0.039 -2.170
C 0.505 -0.220 -0.917
C -0.310 -0.944 0.075
C -1.236 1.457 1.833
H 0.455 0.748 -0.218
H -1.205 1.263 2.918
H 0.236 0.870 -2.597
H -0.865 2.476 1.653
H 0.036 -0.730 -2.807
H -2.295 1.419 1.542
H 2.180 -1.161 -0.280
H -0.242 -2.151 1.542
H 2.475 0.090 -1.282
H -1.360 -1.114 -0.141

Computed properties:
Orbital gap   8.977 eV
Total charge   0
Spin multiplicity   1

=====

c.
Entry from the OMol25 dataset: a cluster of 2 separate species, C3H10N2O2 in total (ωB97M-V/def2-TZVPD).

Positions of all 17 atoms, in Å:
O -0.040 0.476 -2.049
O 1.334 -0.561 0.222
N -0.057 -0.977 0.458
N -0.944 1.183 0.020
C -0.047 -2.408 0.647
C -0.001 2.292 0.109
C -0.838 0.292 -0.991
H 1.029 1.958 0.287
H 0.838 0.740 -1.729
H -1.704 -0.319 -1.212
H 0.545 -2.696 1.531
H -0.294 2.913 0.955
H 1.771 -0.602 1.086
H -0.036 2.892 -0.802
H -1.079 -2.721 0.825
H -0.833 0.484 0.865
H 0.356 -2.945 -0.222

Computed properties:
Orbital gap   8.672 eV
Total charge   0
Spin multiplicity   1

=====

d.
Entry from the OMol25 dataset: a cluster of 2 separate species, C3H10N2O2 in total (ωB97M-V/def2-TZVPD).

Positions of all 17 atoms, in Å:
O -2.163 1.112 2.077
O -0.479 -1.092 2.086
N -0.017 -2.327 0.211
N 0.117 0.009 0.192
C -0.105 -1.115 0.924
C 0.826 0.098 -1.055
C 0.690 1.462 -1.708
H 1.890 -0.075 -0.868
H 0.873 -2.565 -0.201
H -1.739 0.271 2.229
H -0.478 0.777 0.455
H -0.339 -3.085 0.797
H 0.090 1.410 -2.618
H 0.525 -0.677 -1.761
H 1.633 1.752 -2.178
H -1.624 1.744 2.556
H 0.300 2.301 -1.138

Computed properties:
Orbital gap   10.427 eV
Total charge   0
Structure (SMILES)   CCNC(N)=O.O
Spin multiplicity   1

=====

Which structure is the most stable? The one labeled d.

=====

a.
Entry from the OMol25 dataset: a cluster of 2 separate species, C3H10N2O2 in total (ωB97M-V/def2-TZVPD).

Positions of all 17 atoms, in Å:
O -1.350 -0.602 0.639
O 2.199 -0.976 2.318
N 0.817 -0.621 -0.012
N -1.696 1.321 -1.413
C -0.479 -0.666 -0.544
C 1.248 0.718 0.436
C -0.724 0.339 -1.604
H 2.213 -1.707 2.955
H -2.536 0.857 -1.101
H 0.592 1.116 1.219
H -0.679 -0.187 -2.554
H -0.674 -1.612 -1.067
H 1.412 1.509 -0.291
H -1.504 2.253 -1.090
H 2.159 0.405 0.939
H -2.241 -0.921 0.432
H 1.244 -1.226 0.737

Computed properties:
Orbital gap   4.062 eV
Total charge   0
Spin multiplicity   1

=====

b.
Entry from the OMol25 dataset: a cluster of 2 separate species, C3H10N2O2 in total (ωB97M-V/def2-TZVPD).

Positions of all 17 atoms, in Å:
O 1.585 3.738 -1.620
O -2.611 0.405 1.191
N -0.590 -0.327 0.479
N -2.153 -1.845 1.419
C -1.889 -0.539 0.973
C 0.379 -1.246 -0.060
C 1.445 -0.412 -0.854
H -1.266 -2.282 1.628
H -2.618 -1.787 2.324
H 1.920 -0.992 -1.633
H -0.684 0.647 0.226
H -0.137 -1.990 -0.680
H 2.097 -0.197 -0.007
H 1.786 4.656 -1.841
H 0.859 -1.913 0.666
H 1.018 0.511 -1.214
H 0.859 3.572 -0.999

Computed properties:
Orbital gap   10.231 eV
Total charge   0
Structure (SMILES)   CCNC(N)=O.O
Spin multiplicity   1

=====

c.
Entry from the OMol25 dataset: a cluster of 2 separate species, C3H10N2O2 in total (ωB97M-V/def2-TZVPD).

Positions of all 17 atoms, in Å:
O 2.137 -1.040 0.563
O -1.896 2.167 -3.969
N 0.694 -1.741 -1.053
N -1.041 1.019 2.542
C 1.026 -1.072 0.086
C -0.161 -0.281 0.668
C 0.092 0.208 2.067
H 1.385 -2.010 -1.733
H -0.240 -1.625 -1.408
H -0.244 0.529 -0.046
H -1.056 -0.897 0.596
H -1.780 0.407 2.860
H 0.267 -0.659 2.712
H -1.743 3.050 -4.314
H -0.723 1.553 3.341
H -1.817 1.559 -4.707
H 1.002 0.789 2.077

Computed properties:
Orbital gap   10.033 eV
Total charge   0
Structure (SMILES)   NCCC(N)=O.O
Spin multiplicity   1

=====

Which structure is the most stable? The one labeled c.

=====

a.
Entry from the OMol25 dataset: a structure of composition C4H5FN2 (ωB97M-V/def2-TZVPD).

Positions of all 12 atoms, in Å:
F 1.219 1.840 -0.584
N 2.168 -0.302 -0.612
N -1.048 -0.595 -0.144
C -1.814 0.091 0.784
C 1.221 0.612 0.003
C 1.260 -1.002 -1.154
C 0.155 -0.358 -0.472
H -2.783 0.279 0.355
H 1.314 0.717 1.018
H 1.511 -1.830 -1.882
H -1.843 -0.613 1.660
H -1.359 1.159 1.027

Computed properties:
Orbital gap   9.883 eV
Total charge   0
Spin multiplicity   1

=====

b.
Entry from the OMol25 dataset: a structure of composition C4H5FN2 (ωB97M-V/def2-TZVPD).

Positions of all 12 atoms, in Å:
F 2.375 1.441 0.940
N -0.272 1.317 -1.363
N 1.579 0.792 -0.054
C 0.707 -0.731 0.633
C -0.679 -0.589 0.082
C 0.848 1.575 -0.779
C -1.071 0.265 -0.891
H -2.145 0.167 -1.089
H 1.238 2.510 -0.942
H 1.214 -1.470 0.164
H -1.404 -1.049 0.551
H 0.903 -0.683 1.726

Computed properties:
Orbital gap   9.370 eV
Total charge   0
Spin multiplicity   1

=====

c.
Entry from the OMol25 dataset: the molecule C4H5FN2 (ωB97M-V/def2-TZVPD).

Positions of all 12 atoms, in Å:
F -0.390 -0.470 3.231
N -0.127 -2.304 0.358
N -0.788 -2.408 1.318
C -0.160 0.248 1.002
C -0.339 -0.025 -0.469
C -0.922 -0.525 2.013
C 0.250 -1.427 -0.495
H -1.312 -0.108 -0.850
H 1.110 -1.658 -1.260
H -0.266 1.235 1.296
H 0.853 -0.191 1.411
H 0.199 0.722 -0.950

Computed properties:
Orbital gap (alpha / beta)   7.575 / 7.499 eV
Total charge   0
Spin multiplicity   1

=====

Which structure is the most stable? The one labeled a.